Record 1
Formula: C24H36N2SiSn
Source: the Open Molecules 2025 dataset
Level of theory: ωB97M-V with the def2-TZVPD basis set

```
! RIJCOSX wB97M-V def2-TZVPD def2/J DEFGRID3
* xyz 2 1
Sn -0.509 -0.039 1.174
Si -0.435 -0.807 -2.540
N 1.411 -1.186 2.068
N -1.326 -1.095 3.062
C -0.596 -2.391 3.050
C 2.189 -1.767 -3.113
C 3.387 0.667 -2.405
C -2.527 1.064 -2.062
C -1.201 2.661 2.260
C 2.386 -0.261 2.688
C 2.080 -1.851 0.916
C -1.031 1.636 -3.884
C 0.874 2.756 1.241
C 3.584 -1.641 -3.102
C 0.922 -2.191 3.064
C -3.255 2.238 -2.282
C -2.885 3.099 -3.326
C -1.777 2.796 -4.119
C 1.997 0.560 -2.420
C 1.385 -0.660 -2.796
C -2.774 -1.319 2.854
C -0.128 3.001 0.243
C 4.181 -0.424 -2.759
C 0.215 2.547 2.487
C -1.550 -2.308 -3.013
C -1.422 0.739 -2.870
C -1.398 2.942 0.872
C -1.104 -0.341 4.310
H -0.593 -2.223 -2.092
H -0.905 -2.966 3.941
H -0.899 -2.955 2.154
H -1.975 2.641 3.029
H 1.955 2.818 1.086
H 2.741 0.483 1.959
H 3.249 -0.845 3.059
H -1.237 -3.282 -3.404
H 1.374 1.415 -2.125
H 3.842 1.617 -2.111
H 1.932 0.269 3.537
H -3.469 4.011 -3.510
H -4.106 2.480 -1.650
H -0.151 1.417 -4.488
H 2.469 -1.112 0.196
H -2.937 -1.856 1.912
H -1.482 3.470 -4.929
H -1.553 -1.678 -3.915
H -2.349 3.147 0.392
H 1.379 -2.513 0.392
H -2.816 0.402 -1.240
H 0.057 3.254 -0.802
H -0.467 -0.711 -1.016
H 5.263 -0.330 -2.764
H 0.695 2.450 3.459
H 1.710 -2.724 -3.358
H 2.924 -2.458 1.295
H 4.197 -2.501 -3.359
H 1.246 -1.888 4.070
H -2.524 -2.365 -2.541
H -3.178 -1.920 3.685
H -3.307 -0.359 2.810
H 1.396 -3.159 2.833
H -0.044 -0.096 4.450
H -1.677 0.597 4.285
H -1.451 -0.953 5.162
*
```

HOMO ... -12.87 eV

=====

Record 2
Formula: C24H36N7OTa
Source: the Open Molecules 2025 dataset
Level of theory: ωB97M-V with the def2-TZVPD basis set

```
! RIJCOSX wB97M-V def2-TZVPD def2/J DEFGRID3
* xyz 4 1
Ta 0.396 0.024 -0.035
O -1.481 0.622 -0.121
N 2.392 -0.280 -1.159
N 2.217 0.551 1.577
N -1.058 -1.475 -1.148
N -0.264 1.175 1.749
N -1.587 1.582 1.879
N 0.166 0.959 -2.045
N 0.944 -2.068 0.638
C -1.202 -2.667 -0.273
C 0.169 -3.185 -0.006
C 2.384 -2.513 0.699
C 2.551 0.806 -2.179
C 1.855 1.248 2.699
C -0.951 -1.816 -2.604
C -1.276 -0.603 -3.491
C -3.639 1.453 0.639
C -5.677 1.242 -0.613
C 0.444 1.565 2.791
C -1.122 0.765 -2.830
C -2.217 1.238 0.807
C 2.721 1.665 3.690
C 1.308 0.818 -3.004
C 3.048 -2.648 -0.676
C -4.339 2.126 1.676
C -5.691 2.351 1.562
C -6.364 1.904 0.427
C -0.091 2.293 3.961
C 3.545 0.301 1.530
C 2.568 -1.655 -1.732
C 4.081 1.388 3.589
C 4.485 0.686 2.476
C -4.324 1.020 -0.504
H -1.656 -2.333 0.667
H -7.431 2.057 0.330
H 0.688 -3.480 -0.914
H 1.169 -0.101 -3.568
H -1.163 2.420 3.923
H 3.956 -0.269 0.715
H 0.643 -2.052 1.620
H 2.932 -3.649 -1.093
H 0.385 3.279 4.010
H 2.658 1.753 -1.639
H 4.125 -2.545 -0.514
H -1.873 -3.415 -0.697
H 0.185 1.759 4.875
H -1.935 0.967 -2.149
H -3.795 0.518 -1.307
H 2.899 -1.804 1.329
H 3.283 -1.632 -2.556
H 1.311 1.640 -3.722
H 0.149 -4.058 0.648
H -1.934 -0.969 -1.043
H -1.165 1.540 -3.597
H -3.792 2.456 2.547
H 4.779 1.711 4.352
H 2.434 -3.463 1.233
H 5.523 0.420 2.318
H -1.643 -2.626 -2.837
H 0.038 -2.218 -2.795
H 2.342 2.212 4.540
H 0.138 1.955 -1.780
H 1.617 -1.950 -2.157
H 3.457 0.670 -2.772
H -6.236 2.867 2.340
H 3.198 -0.136 -0.568
H -6.234 0.924 -1.483
H -2.324 -0.633 -3.798
H -0.720 -0.687 -4.425
*
```

HOMO ... -18.92 eV

=====

Record 3
Formula: C24H36NO5
Source: the Open Molecules 2025 dataset
Level of theory: ωB97M-V with the def2-TZVPD basis set

```
! RIJCOSX wB97M-V def2-TZVPD def2/J DEFGRID3
* xyz 1 1
O 0.754 4.757 -0.244
O 3.613 -4.856 0.526
O 1.401 -4.865 0.183
O -3.550 -2.685 -1.459
O -2.924 -3.833 3.165
N -1.683 2.969 -0.755
C -0.371 -2.775 2.021
C 3.783 -4.329 1.852
C -3.211 -5.002 1.100
C 2.585 -3.306 -1.155
C -2.918 4.962 0.348
C 1.535 -0.985 -0.677
C 0.577 -2.059 1.331
C -0.066 3.182 -2.720
C -3.378 -4.701 -0.178
C 5.065 -3.448 1.866
C -2.935 -3.343 -0.646
C 2.480 -4.387 -0.092
C 0.112 4.063 0.802
C -1.495 -3.167 1.352
C 2.815 -1.868 -0.617
C 0.399 -1.748 0.005
C -1.269 3.742 -1.990
C -2.040 1.569 -1.181
C 0.897 6.158 -0.020
C -2.971 3.545 -0.197
C -2.574 -3.993 2.017
C -1.676 -2.849 0.028
C -0.734 -2.130 -0.666
C -0.587 2.815 0.288
H 3.935 -5.129 2.577
H 1.892 6.459 -0.341
H -2.437 1.041 -0.318
H -3.804 -5.407 -0.881
H -2.135 3.730 -2.655
H -0.263 2.198 -3.145
H -1.047 2.287 1.124
H -3.687 3.502 -1.017
H 3.196 -1.837 0.406
H 3.409 -3.545 -1.833
H -1.147 1.064 -1.535
H -3.307 2.863 0.583
H -1.100 4.773 -1.703
H 0.155 2.159 -0.164
H 3.586 -1.409 -1.243
H 1.698 -0.027 -0.177
H 0.818 3.116 -2.089
H -0.570 4.713 1.347
H -0.893 -1.880 -1.710
H 1.275 -0.821 -1.729
H 0.876 3.739 1.520
H -3.498 -5.986 1.457
H 1.483 -1.765 1.849
H -3.932 5.360 0.382
H -2.322 5.646 -0.253
H 4.927 -2.571 2.502
H -2.787 1.628 -1.968
H 1.668 -3.358 -1.743
H 5.913 -4.055 2.175
H -0.187 -3.026 3.059
H -2.563 4.982 1.376
H 2.914 -3.746 2.166
H 0.178 3.843 -3.551
H 0.161 6.694 -0.627
H 5.196 -3.094 0.841
H 0.763 6.428 1.028
*
```

HOMO ... -11.73 eV

=====

Record 4
Formula: C24H36O12
Source: the Open Molecules 2025 dataset
Level of theory: ωB97M-V with the def2-TZVPD basis set

```
! RIJCOSX wB97M-V def2-TZVPD def2/J DEFGRID3
* xyz 0 1
O 3.613 4.870 3.761
O 2.014 0.457 -5.260
O -1.531 -0.563 -0.400
O -5.921 -4.026 -0.794
O -1.314 -2.989 -2.840
O -2.457 0.260 5.362
O -6.486 -2.175 -1.912
O -1.273 1.578 -0.963
O -0.447 0.464 4.420
O 3.530 3.756 1.831
O 3.343 -1.117 -6.106
O 0.779 -3.041 -2.077
C 1.452 -3.388 -0.873
C 0.685 0.419 -0.444
C -0.809 0.376 -0.570
C -4.220 -2.378 -1.340
C -0.244 2.572 -0.969
C 4.088 0.188 -4.167
C -5.606 -2.976 -1.265
C 1.981 1.315 -4.124
C -0.874 -4.077 -0.723
C 3.452 1.506 -3.740
C 2.898 4.902 5.001
C -4.347 -1.155 -2.258
C 1.746 3.891 4.901
C 3.165 -0.259 -5.301
C -0.546 -3.333 -1.994
C -1.825 -1.304 3.600
C 0.310 -0.095 3.339
C 1.683 3.626 3.398
C 3.036 4.046 2.872
C -0.522 -1.245 2.784
C -5.823 -1.178 -2.714
C -1.656 -0.126 4.569
C 1.021 1.909 -0.378
C 0.453 -4.131 0.039
H 1.211 2.248 0.642
H 1.329 2.651 3.074
H 1.818 -2.455 -0.426
H 2.359 -3.991 -0.939
H 2.582 5.917 5.228
H 1.122 -0.131 -1.281
H -1.653 -3.471 -0.260
H -0.018 2.841 -2.001
H 4.075 -0.563 -3.379
H 3.926 2.365 -4.214
H -3.820 -2.094 -0.373
H -6.258 -0.214 -2.459
H -4.131 -0.238 -1.718
H 0.805 -5.157 0.144
H 1.034 -0.119 0.439
H -1.262 -5.074 -0.909
H 0.410 -3.732 1.051
H 1.016 4.300 2.842
H 1.809 2.987 5.499
H 1.971 2.115 -0.870
H -3.576 -1.299 -3.012
H 3.440 1.746 -2.672
H -0.560 3.421 -0.375
H 1.516 0.756 -3.303
H 0.389 0.692 2.586
H 3.572 4.599 5.804
H -2.708 -1.100 3.005
H 1.436 2.243 -4.267
H -1.906 -2.186 4.227
H -3.675 -3.160 -1.870
H -0.039 -2.223 2.843
H 0.791 4.353 5.158
H -5.999 -1.431 -3.755
H 1.303 -0.394 3.665
H 5.100 0.367 -4.513
H -0.756 -1.151 1.724
*
```

HOMO ... -9.82 eV
SMILES ... O=C1CCCO1.O=C1CCCO1.O=C1CCCO1.O=C1CCCO1.O=C1CCCO1.O=C1CCCO1

=====

Record 5
Formula: C24H36O9S
Source: the Open Molecules 2025 dataset
Level of theory: ωB97M-V with the def2-TZVPD basis set

```
! RIJCOSX wB97M-V def2-TZVPD def2/J DEFGRID3
* xyz 0 1
S -3.422 1.686 6.060
O 0.773 4.497 -7.448
O -1.422 -7.952 -1.576
O 5.174 -6.838 -1.551
O -3.204 8.888 1.920
O -4.297 2.102 4.867
O 1.043 5.190 -5.231
O -3.046 -6.999 -0.310
O -1.479 7.465 2.312
O 3.174 -5.948 -0.841
C -3.036 7.808 4.083
C -0.323 -0.658 0.217
C -1.160 -6.060 -2.952
C 4.229 -5.206 -2.975
C 4.071 -5.952 -1.642
C 0.814 3.286 -4.090
C 0.594 1.366 0.966
C 5.597 -5.601 -3.438
C 0.809 4.238 -6.263
C -1.491 -5.624 -1.517
C 1.927 -0.141 -0.223
C 0.959 4.778 -3.895
C -1.068 6.600 3.361
C -0.532 0.567 0.786
C -3.875 -0.069 6.474
C 1.865 1.015 0.547
C -2.555 8.126 2.646
C 6.163 -6.590 -2.439
C 0.860 -0.963 -0.478
C -4.124 2.379 7.624
C -1.641 7.241 4.566
C -2.132 -6.948 -1.096
C 0.803 2.920 -5.565
C -0.672 -7.469 -2.723
H -1.110 -1.398 0.220
H 3.546 -5.594 -3.730
H -5.166 2.443 7.309
H 0.417 -7.453 -2.764
H -3.567 -0.321 7.489
H 1.073 -1.824 -1.094
H -2.156 -4.764 -1.600
H 6.943 -6.100 -1.857
H -4.963 -0.138 6.487
H -3.794 7.037 3.940
H 1.724 2.388 -5.800
H -0.594 -5.539 -0.904
H 1.860 4.938 -3.303
H 6.582 -7.546 -2.753
H 2.870 -0.487 -0.619
H -3.432 -0.761 5.758
H 1.626 2.789 -3.560
H 2.718 1.676 0.600
H 0.341 2.356 1.315
H 0.002 5.061 -3.455
H 0.013 6.608 3.504
H -0.079 2.816 -3.676
H 6.132 -4.652 -3.411
H -1.041 8.011 5.052
H -1.578 6.443 5.305
H -3.422 8.619 4.701
H -0.300 -5.520 -3.347
H -0.944 -8.112 -3.560
H -0.038 2.284 -5.843
H -3.698 3.378 7.721
H -1.397 5.617 3.026
H -4.006 1.818 8.551
H -1.444 1.024 1.142
H -1.966 -6.044 -3.686
H 3.790 -4.213 -2.879
H 5.682 -5.975 -4.458
*
```

HOMO ... -9.31 eV

=====

Record 6
Formula: C24H36OsP2Si
Source: the Open Molecules 2025 dataset
Level of theory: ωB97M-V with the def2-TZVPD basis set

```
! RIJCOSX wB97M-V def2-TZVPD def2/J DEFGRID3
* xyz 2 5
Os 1.650 1.399 -0.411
P -0.362 2.603 0.085
P 2.133 3.787 -1.073
Si -1.867 -2.237 -0.003
C 0.059 -4.850 -2.569
C -2.071 -3.532 3.887
C -0.180 2.878 -2.012
C 2.990 -0.160 -0.874
C -2.588 -2.777 1.632
C -3.954 -2.742 1.957
C -1.338 4.157 0.236
C -1.145 -6.176 -0.948
C 2.346 -0.456 0.358
C 3.647 4.211 -1.960
C -0.553 -3.686 -2.083
C -3.425 -3.495 4.217
C 3.468 1.542 0.614
C 0.749 4.019 -2.304
C -1.654 -3.180 2.605
C 1.925 5.159 0.102
C 3.717 1.059 -0.710
C -1.751 -5.018 -0.453
C -0.144 0.172 -0.959
C -1.417 -3.753 -0.970
C 2.622 0.604 1.271
C -4.362 -3.112 3.249
C -0.899 1.840 1.688
C -0.220 -6.100 -1.994
H -1.171 0.518 -1.133
H -2.469 -1.048 -0.735
H 1.451 6.015 -0.404
H 3.806 3.545 -2.817
H -3.750 -3.767 5.219
H -4.690 -2.419 1.209
H 3.831 2.471 1.030
H 3.606 5.252 -2.306
H -1.331 -3.835 4.621
H 0.135 -0.577 -1.704
H -1.064 0.768 1.562
H 0.276 -7.004 -2.363
H 0.324 1.917 -2.296
H -0.117 2.001 2.450
H 0.306 5.022 -2.218
H -2.301 3.865 0.691
H -0.590 -3.192 2.363
H -1.197 2.992 -2.393
H -5.425 -3.091 3.494
H -1.499 4.608 -0.753
H -0.089 -0.258 0.034
H 4.493 4.111 -1.271
H 1.758 -1.342 0.576
H -1.839 2.296 2.034
H 4.303 1.568 -1.468
H 2.263 0.682 2.287
H 0.767 -4.785 -3.400
H -1.386 -7.142 -0.503
H -2.451 -5.107 0.378
H 2.958 -0.753 -1.778
H 1.321 4.845 0.963
H 1.187 3.925 -3.308
H -0.329 -2.726 -2.555
H 2.935 5.459 0.422
H -0.569 -1.839 0.594
H -0.830 4.869 0.901
*
```

HOMO (spin up / spin down) ... -11.44 / -13.85 eV

=====

Copy entry 5 word for word.
Formula: C24H36O9S
Source: the Open Molecules 2025 dataset
Level of theory: ωB97M-V with the def2-TZVPD basis set

```
! RIJCOSX wB97M-V def2-TZVPD def2/J DEFGRID3
* xyz 0 1
S -3.422 1.686 6.060
O 0.773 4.497 -7.448
O -1.422 -7.952 -1.576
O 5.174 -6.838 -1.551
O -3.204 8.888 1.920
O -4.297 2.102 4.867
O 1.043 5.190 -5.231
O -3.046 -6.999 -0.310
O -1.479 7.465 2.312
O 3.174 -5.948 -0.841
C -3.036 7.808 4.083
C -0.323 -0.658 0.217
C -1.160 -6.060 -2.952
C 4.229 -5.206 -2.975
C 4.071 -5.952 -1.642
C 0.814 3.286 -4.090
C 0.594 1.366 0.966
C 5.597 -5.601 -3.438
C 0.809 4.238 -6.263
C -1.491 -5.624 -1.517
C 1.927 -0.141 -0.223
C 0.959 4.778 -3.895
C -1.068 6.600 3.361
C -0.532 0.567 0.786
C -3.875 -0.069 6.474
C 1.865 1.015 0.547
C -2.555 8.126 2.646
C 6.163 -6.590 -2.439
C 0.860 -0.963 -0.478
C -4.124 2.379 7.624
C -1.641 7.241 4.566
C -2.132 -6.948 -1.096
C 0.803 2.920 -5.565
C -0.672 -7.469 -2.723
H -1.110 -1.398 0.220
H 3.546 -5.594 -3.730
H -5.166 2.443 7.309
H 0.417 -7.453 -2.764
H -3.567 -0.321 7.489
H 1.073 -1.824 -1.094
H -2.156 -4.764 -1.600
H 6.943 -6.100 -1.857
H -4.963 -0.138 6.487
H -3.794 7.037 3.940
H 1.724 2.388 -5.800
H -0.594 -5.539 -0.904
H 1.860 4.938 -3.303
H 6.582 -7.546 -2.753
H 2.870 -0.487 -0.619
H -3.432 -0.761 5.758
H 1.626 2.789 -3.560
H 2.718 1.676 0.600
H 0.341 2.356 1.315
H 0.002 5.061 -3.455
H 0.013 6.608 3.504
H -0.079 2.816 -3.676
H 6.132 -4.652 -3.411
H -1.041 8.011 5.052
H -1.578 6.443 5.305
H -3.422 8.619 4.701
H -0.300 -5.520 -3.347
H -0.944 -8.112 -3.560
H -0.038 2.284 -5.843
H -3.698 3.378 7.721
H -1.397 5.617 3.026
H -4.006 1.818 8.551
H -1.444 1.024 1.142
H -1.966 -6.044 -3.686
H 3.790 -4.213 -2.879
H 5.682 -5.975 -4.458
*
```

HOMO ... -9.31 eV